1.
DFT (wB97M-V/def2-TZVPD) results for a 14-piece molecular cluster, C56H124N4O34 overall in a non-equilibrium geometry.

For the LUMO energy, the calculation gives 0.5 eV. As for the total energy: -135654.81349 eV. As for the HOMO-LUMO gap: 9.3 eV. For the maximum force, the calculation gives 3.90 eV/A. For the molar mass, the calculation gives 1397.602 g/mol.

ORCA input file:
```
! wB97M-V def2-TZVPD RIJCOSX def2/J DEFGRID3
* xyz 0 1
C 1.77166 -0.63852 -1.14725
C 0.39647 -0.03308 -1.35539
C -0.67028 -0.62908 -0.44625
O -0.60789 -2.07379 -0.47700
C -1.75839 -2.67720 0.04300
N 0.49759 1.43099 -1.05325
H 2.56047 -0.24420 -1.76508
H 1.65214 -1.78687 -1.30651
H 2.18768 -0.45272 -0.12467
H 0.03018 -0.33363 -2.35293
H -1.64560 -0.29153 -0.88008
H -0.63819 -0.26029 0.53809
H -2.58301 -2.68238 -0.69377
H -2.17310 -2.07864 0.91882
H -1.42895 -3.71174 0.36205
H -0.35998 1.95208 -1.12828
H 1.20808 1.92477 -1.62396
C -2.53826 4.80282 -3.10112
C -2.86593 4.52463 -1.66921
C -4.29028 5.10283 -1.38472
O -4.33087 6.53293 -1.68794
C -3.83649 7.23012 -0.49259
N -2.87899 3.01249 -1.45967
H -1.53606 4.23954 -3.40465
H -2.35298 5.85308 -3.21832
H -3.32425 4.47661 -3.81186
H -2.04124 5.00055 -1.05061
H -4.58864 4.95055 -0.34562
H -5.04921 4.63587 -1.99238
H -2.76355 7.12780 -0.46041
H -4.36949 6.87385 0.42833
H -4.18532 8.25369 -0.68726
H -3.15881 2.49157 -2.29839
H -3.33529 2.61646 -0.63909
C -5.42212 -2.18802 0.91919
C -5.24989 -3.62664 0.40170
C -6.44875 -4.46330 0.79714
O -6.30389 -5.79467 0.24617
C -7.28769 -6.74139 0.69140
N -5.16739 -3.63344 -1.01499
H -5.21334 -2.02205 2.00075
H -6.44617 -1.75871 0.74701
H -4.73886 -1.46334 0.41368
H -4.36509 -4.09064 0.90741
H -7.33975 -3.91483 0.37171
H -6.59028 -4.51882 1.90730
H -6.94060 -7.70818 0.49963
H -8.29092 -6.55929 0.19684
H -7.28202 -6.67674 1.81624
H -5.25443 -4.50442 -1.45160
H -4.35366 -3.12378 -1.39922
C 4.68738 6.16155 1.05916
C 3.48681 5.09200 0.91328
C 3.78869 3.68829 1.58025
O 4.30757 3.99703 2.85291
C 4.69247 2.85338 3.51095
N 2.15845 5.61283 1.35279
H 5.60024 5.55410 1.14843
H 4.66184 6.74455 1.98282
H 4.74607 6.82519 0.19644
H 3.38685 5.00649 -0.15213
H 4.61531 3.12241 1.09533
H 2.86739 3.01456 1.58729
H 4.23013 1.97310 3.06363
H 4.45445 2.78485 4.59565
H 5.75883 2.70997 3.35951
H 1.53322 4.85233 1.21784
H 2.18409 5.68067 2.37591
C -5.94569 3.54463 3.47650
C -5.07341 2.69714 2.54805
O -5.00755 1.35629 3.15400
C -3.94242 0.60775 2.83264
O -3.11074 0.77809 1.99753
O -3.96021 -0.43426 3.69370
C -2.80111 -1.37655 3.57739
H -6.99355 3.20456 3.46059
H -5.83121 4.61293 3.24841
H -5.54782 3.47986 4.52079
H -4.04346 2.99985 2.54767
H -5.41756 2.66998 1.47343
H -2.60312 -1.62276 4.66545
H -1.97324 -0.80498 3.22541
H -3.10129 -2.25424 2.98183
C 0.00337 7.10630 5.57578
C -0.60901 5.71471 5.35572
O -0.09593 5.19085 4.09899
C -0.97968 4.50721 3.32058
O -2.16622 4.28672 3.61333
O -0.48026 4.16978 2.16363
C -1.48921 3.48401 1.34212
H 1.07720 6.95753 5.61622
H -0.37260 7.40194 6.59475
H -0.36403 7.77686 4.71349
H -1.66934 5.78851 5.39311
H -0.41956 5.05857 6.22747
H -1.00561 3.32280 0.39878
H -2.38281 4.13809 1.25665
H -1.81069 2.60057 1.85559
C -2.96175 1.89705 5.89149
C -1.46458 1.82760 5.73278
O -1.11468 1.23357 4.49647
C 0.19110 0.93829 4.18353
O 1.16335 1.20240 4.86930
O 0.20855 0.20570 3.06184
C 1.52369 -0.15169 2.68739
H -3.43092 0.94017 5.70246
H -3.40954 2.73185 5.36057
H -3.10682 2.20140 6.95646
H -0.99476 1.19430 6.50893
H -1.06202 2.84223 5.79433
H 2.11281 0.75295 2.55066
H 1.57066 -0.63284 1.71397
H 1.98665 -0.85336 3.42607
C 1.55811 -7.77538 -1.35689
C 0.87416 -8.19781 -0.01970
O -0.44064 -8.57085 -0.23432
C -1.34589 -7.56707 -0.37462
O -1.04083 -6.40941 -0.35368
O -2.52470 -8.06562 -0.44422
C -3.61768 -7.07985 -0.56266
H 1.52839 -6.70616 -1.47753
H 0.99976 -8.21759 -2.22886
H 2.64635 -8.00706 -1.51175
H 0.82942 -7.40777 0.81336
H 1.33749 -9.09152 0.44358
H -3.48717 -6.58124 -1.49695
H -3.54171 -6.35987 0.22739
H -4.46183 -7.75940 -0.50375
C 6.13282 -1.48505 -1.06921
C 4.82456 -1.42853 -0.28786
O 4.04825 -2.63855 -0.56773
C 3.18259 -2.95889 0.41213
O 3.28410 -2.72802 1.59394
O 2.11570 -3.59326 -0.09848
C 1.12431 -3.99663 0.83416
H 6.49007 -0.48628 -1.20566
H 6.06224 -1.92370 -2.09167
H 6.97797 -1.97879 -0.55105
H 4.26200 -0.60000 -0.70988
H 4.94751 -1.24060 0.78299
H 0.40637 -4.57344 0.23503
H 0.73887 -3.11030 1.31401
H 1.58781 -4.69159 1.64991
C 5.77465 1.26094 -3.33454
C 5.35566 1.74706 -4.76191
O 3.96512 1.43788 -4.95149
C 3.20636 2.21600 -5.73716
O 2.01870 2.03418 -5.80083
O 3.88593 3.17165 -6.28977
C 3.23933 4.14501 -7.00863
H 5.22682 1.72236 -2.46142
H 6.86205 1.53673 -3.29831
H 5.72948 0.17961 -3.32734
H 5.88342 1.29870 -5.60858
H 5.52472 2.85356 -4.74519
H 2.33804 3.73969 -7.45419
H 3.96018 4.52870 -7.70564
H 3.03710 4.97404 -6.40854
C 1.73361 -1.15626 -4.56119
C 2.41980 -1.92583 -5.61684
O 3.84392 -1.90970 -5.26763
C 4.39492 -2.95662 -4.65586
O 5.54151 -2.92553 -4.26758
O 3.54392 -3.99208 -4.42362
C 4.15463 -5.01961 -3.54299
H 1.91523 -1.62105 -3.56602
H 0.68387 -1.21854 -4.73097
H 1.94060 -0.06975 -4.59875
H 2.32205 -1.40358 -6.54769
H 2.18049 -2.95035 -5.83413
H 3.36926 -5.75526 -3.42783
H 4.47347 -4.49647 -2.64196
H 4.98971 -5.60746 -4.05719
C -4.10148 -0.96427 -2.83798
C -2.95278 -1.72912 -3.42428
O -3.16846 -3.12555 -3.11367
C -2.12566 -4.02928 -3.06718
O -2.33528 -5.21529 -2.99986
O -0.93315 -3.36844 -3.02084
C 0.20481 -4.14195 -2.66120
H -4.09992 0.02636 -3.31819
H -3.99580 -0.82487 -1.77643
H -5.12203 -1.34023 -3.01453
H -1.98948 -1.47324 -2.96408
H -2.81749 -1.58452 -4.50841
H 1.02167 -3.92192 -3.32317
H -0.05975 -5.23709 -2.72710
H 0.53643 -3.88104 -1.67622
C 1.42426 -2.66405 5.66287
C 0.68982 -3.01782 4.38381
O 0.44673 -4.43199 4.40933
C -0.47375 -4.93368 3.61137
O -1.08016 -4.36001 2.79752
O -0.76007 -6.24518 3.89485
C -1.71723 -6.89749 3.14637
H 1.54774 -1.61748 5.79401
H 2.46072 -2.98815 5.60281
H 0.94066 -3.21180 6.49856
H 1.25616 -2.80036 3.46931
H -0.26439 -2.39116 4.30739
H -2.71748 -6.65551 3.48284
H -1.57927 -7.94062 3.21442
H -1.71527 -6.55310 2.11350
C 1.23455 4.85372 -1.95063
C 2.13363 4.67279 -3.17045
O 3.44491 4.12804 -2.71767
C 4.50323 4.91618 -2.67314
O 4.45678 6.06920 -3.02767
O 5.51024 4.21183 -2.21592
C 6.65315 5.00903 -2.08595
H 1.65299 5.61208 -1.22510
H 1.14578 3.89081 -1.41865
H 0.22170 5.06684 -2.19951
H 2.40278 5.56571 -3.66602
H 1.74934 3.90772 -3.85293
H 7.47608 4.43541 -1.77467
H 6.50015 5.78985 -1.32459
H 6.82838 5.46488 -3.06737
*
```


2.
DFT (wB97M-V/def2-TZVPD) results for a 11-piece molecular cluster, C56H126F9N8O11 overall in a non-equilibrium geometry.

For the LUMO energy, the calculation gives -8.8 eV. As for the total energy: -118969.31518 eV. As for the HOMO-LUMO gap: 7.9 eV. For the maximum force, the calculation gives 6.16 eV/A. For the molar mass, the calculation gives 1258.651 g/mol.

ORCA input file:
```
! wB97M-V def2-TZVPD RIJCOSX def2/J DEFGRID3
* xyz 5 1
C -5.03366 -0.21025 1.31216
C -4.03397 -1.29788 1.87712
C -4.02986 -2.70931 1.23238
C -3.76731 -2.55208 -0.27278
N -3.44633 -3.80187 -1.09629
C -3.69866 -3.59465 -2.58485
C -5.16415 -3.83370 -2.75248
C -5.57669 -4.76517 -1.55163
C -4.27581 -4.96291 -0.71525
C -2.03971 -4.23385 -0.86575
H -6.07799 -0.57246 1.27425
H -4.77776 0.07068 0.27794
H -5.06439 0.68450 1.93686
H -4.28295 -1.37872 2.94147
H -3.02969 -0.92561 1.88190
H -5.04195 -3.15803 1.40177
H -3.25507 -3.30428 1.76064
H -2.94935 -1.87375 -0.47881
H -4.68892 -2.14650 -0.65143
H -3.07979 -4.36411 -3.08673
H -3.33802 -2.63358 -2.90805
H -5.31545 -4.39162 -3.67696
H -5.79544 -2.97114 -2.70290
H -6.03890 -5.69728 -1.91096
H -6.24544 -4.19904 -0.90389
H -3.74891 -5.88139 -1.00871
H -4.49065 -5.05296 0.34294
H -1.89289 -4.50328 0.15434
H -1.40452 -3.38062 -1.05525
H -1.71571 -5.11170 -1.43739
C -1.74331 8.29738 -3.22139
C -3.21470 8.26648 -2.74024
C -3.43553 6.96163 -1.95064
C -2.59231 6.88486 -0.69266
N -3.02095 5.71200 0.17218
C -2.24127 5.69240 1.45385
C -2.33911 4.26938 2.00406
C -2.77903 3.41314 0.79036
C -2.73481 4.36533 -0.40462
C -4.53798 5.68945 0.45874
H -1.64239 8.97608 -4.06194
H -1.40557 7.31308 -3.53408
H -1.00058 8.63683 -2.44217
H -3.79131 8.33252 -3.67621
H -3.42437 9.17056 -2.23262
H -3.20677 6.14134 -2.63916
H -4.45079 6.98172 -1.63853
H -2.82731 7.78975 -0.14330
H -1.51457 6.75874 -0.77424
H -2.63452 6.42083 2.16081
H -1.20040 5.99054 1.30996
H -3.07180 4.21438 2.82291
H -1.34070 4.03615 2.35689
H -3.75315 2.95692 0.98503
H -2.04074 2.62755 0.64255
H -3.48259 4.09300 -1.18019
H -1.77451 4.44107 -0.86819
H -5.13297 5.34141 -0.37185
H -4.78652 6.70063 0.79214
H -4.67037 4.98883 1.28356
C -4.45422 0.00832 -3.04788
C -3.40181 1.07228 -3.01610
C -2.73325 1.30249 -4.37860
C -1.63554 2.32014 -4.13069
N -0.83061 2.78067 -5.30580
C 0.11011 3.81006 -4.78698
C 0.51307 4.69083 -5.97987
C -0.56563 4.36714 -7.09994
C -1.61207 3.53980 -6.33923
C -0.07019 1.67615 -5.86818
H -4.05059 -0.94630 -3.36890
H -5.22180 0.23374 -3.79287
H -5.00202 -0.01533 -2.11883
H -2.63989 0.70840 -2.34503
H -3.91417 1.99017 -2.74801
H -3.48261 1.72579 -5.05349
H -2.31886 0.39348 -4.82139
H -0.86492 1.98240 -3.42457
H -2.02608 3.16424 -3.59778
H 0.93509 3.29891 -4.29539
H -0.48428 4.45011 -4.11351
H 1.46826 4.40542 -6.40194
H 0.54627 5.76632 -5.81542
H -0.07058 3.71906 -7.82370
H -0.88302 5.28271 -7.60428
H -2.20057 2.81530 -6.86591
H -2.33150 4.14543 -5.76385
H 0.59305 2.12854 -6.59164
H -0.73210 1.02853 -6.46235
H 0.49143 1.10670 -5.14858
C 7.60871 3.72553 3.88140
C 6.34119 3.57227 3.11212
O 5.82771 4.04158 2.18294
N 5.58937 2.17897 3.65949
H 6.20466 1.36448 3.70230
H 5.27621 2.39183 4.61310
C 4.38710 1.87374 2.83189
H 7.41518 3.58125 4.97501
H 8.00472 4.72438 3.75579
H 8.21408 2.88900 3.51998
H 3.91303 1.03956 3.35305
H 4.75633 1.60999 1.83494
H 3.69283 2.71144 2.76627
C 1.97163 -5.15649 5.99148
C 1.44026 -4.18465 5.09094
O 1.52869 -2.93961 5.23971
N 0.77942 -4.61090 3.86479
H 2.93722 -4.05208 2.56817
H 0.34608 -5.49656 4.00561
C -0.03493 -3.71438 3.11585
H 1.72103 -4.68343 6.94728
H 3.07007 -5.07685 6.03563
H 1.67946 -6.19886 5.86577
H 0.45103 -3.58595 2.15800
H -0.04658 -2.73559 3.58698
H -1.03538 -4.11209 2.98300
C -0.60570 0.73499 1.44614
C -0.24571 -0.24965 0.34493
O -0.59278 -1.41759 0.25417
N 0.54065 0.26296 -0.75082
H -0.28906 -0.33457 -2.41906
H 0.64013 1.31814 -0.81665
C 1.76885 -0.49833 -1.00117
H 0.05779 0.47801 2.27527
H -1.65088 0.68180 1.76547
H -0.35523 1.73921 1.11429
H 2.26671 -0.18548 -1.89444
H 1.54668 -1.56556 -1.05739
H 2.43901 -0.34889 -0.18561
C 2.11515 -4.64719 -1.48087
C 2.27578 -6.04367 -0.90698
C 2.13190 -7.04969 -2.03282
O 0.87987 -6.96560 -2.66140
C 0.93786 -7.32593 -4.00551
N 3.65605 -6.32495 -0.30194
H 4.37337 -6.10322 -1.01557
H 3.75533 -5.75323 0.50563
H 3.73147 -7.31982 -0.09154
H 2.83434 -4.36978 -2.24855
H 2.04917 -3.84529 -0.75178
H 1.09465 -4.67388 -1.89158
H 1.49814 -6.22734 -0.15860
H 2.32753 -8.10226 -1.70833
H 2.92942 -6.81701 -2.74495
H 1.17834 -8.39980 -3.95360
H 1.73346 -6.78512 -4.55197
H 0.01954 -7.11249 -4.56013
C 0.64287 -1.11892 9.82052
C -0.48475 -0.45923 9.01554
C -0.40549 -0.69886 7.49641
O -1.60005 -0.37942 6.85393
C -1.59357 -0.79708 5.51578
N -1.85365 -0.91374 9.40930
H -2.09005 -0.48731 10.32429
H -2.51088 -0.59434 8.71044
H -1.97639 -1.91515 9.49167
H 0.67370 -0.64123 10.80233
H 1.60807 -0.79118 9.42526
H 0.53662 -2.18116 9.92995
H -0.50324 0.60247 9.25768
H -0.26176 -1.76222 7.30145
H 0.43489 -0.15926 7.05304
H -2.55200 -0.66437 5.02617
H -1.45764 -1.88690 5.48838
H -0.74253 -0.37794 4.96607
C 4.56139 -3.17868 2.13577
O 4.40465 -2.64225 3.32646
O 3.72076 -4.40963 1.84912
C 4.18113 -2.16403 1.16489
F 4.27096 -2.62936 -0.06990
F 2.86969 -1.75158 1.37575
F 4.93228 -1.05647 1.31100
C 5.65669 -2.44308 4.03654
C 5.42018 -1.73609 5.27237
H 4.91182 -2.36806 6.02257
H 6.36398 -1.42052 5.71205
H 4.64126 -0.99800 5.19710
H 6.33068 -1.84031 3.38158
H 6.15919 -3.42571 4.18592
H 5.62977 -3.41765 2.00306
C 1.35018 3.61316 -1.01510
O 2.49401 2.71909 -1.00899
O 0.19536 3.02122 -1.11666
C 1.57001 4.36068 0.32552
F 2.78240 4.85196 0.59234
F 0.74656 5.45828 0.38142
F 1.25349 3.57786 1.39688
C 3.24201 2.66044 -2.20699
C 4.63934 1.94924 -1.97525
H 4.53003 0.97459 -1.49462
H 5.11462 1.76517 -2.94443
H 5.31627 2.55435 -1.35708
H 3.46958 3.66674 -2.56321
H 2.70137 2.09221 -2.96945
H 1.55195 4.24076 -1.88890
C -0.00936 -1.69119 -3.43184
O 1.10150 -1.00954 -3.81260
O -0.92737 -0.86037 -2.85273
C -0.66961 -2.48486 -4.73603
F -0.67738 -1.70438 -5.81708
F 0.06744 -3.48913 -5.19294
F -1.94845 -2.94248 -4.66574
C 2.23434 -1.66814 -4.38671
C 3.32711 -0.64307 -4.43847
H 3.70764 -0.39502 -3.41879
H 4.18321 -0.81846 -5.08132
H 2.92678 0.32507 -4.68325
H 1.90566 -1.91834 -5.40215
H 2.50782 -2.57151 -3.81609
H 0.27392 -2.49532 -2.65232
*
```